Density functional theory data (ωB97M-V with the def2-TZVPD basis set) for a 2-piece molecular cluster, C3H7N3 overall.

Each line ends with the Löwdin charge.
Positions of all 13 atoms, in Å:
C (1.4037, -0.7072, 0.0896)  -0.08
C (1.4329, 0.7370, 0.1436)  -0.17
C (-0.0993, -1.0903, 0.3465)  -0.19
N (0.1954, 1.1500, 0.4790)  -0.02
N (-0.7950, 0.1840, 0.3688)  -0.23
N (-2.0877, 0.4452, -0.2708)  0.06
H (2.1811, -1.4082, -0.2632)  0.08
H (3.3023, 1.9388, -1.2953)  0.02
H (-0.3175, -1.7145, -0.5062)  0.09
H (-0.2916, -1.6730, 1.3342)  0.13
H (-0.0347, 2.1249, 0.6896)  0.14
H (-2.8268, -0.1914, 0.1325)  0.10
H (-2.0628, 0.2046, -1.2484)  0.06

## Properties
LUMO energy (alpha / beta): 0.02653 / -0.02657 Eh
ΔE to the lowest compared entry with this formula, charge and spin: 192.8 kcal/mol
Orbital gap (alpha / beta): 8.52 / 7.13 eV